# 1
DFT (ωB97M-V/def2-TZVPD) results for C5H7NOS as an isolated structure.

## Properties
2S+1: 1
Gap between HOMO and LUMO (spin up / spin down) (eV): 7.2 / 7.4
Total energy (Ha): -722.7487
Energy above the lowest of the compared OMol25 structures with the same formula, charge and spin (kJ/mol): 444.7

Cartesian coordinates (Å):
N (0.74152, 0.65874, -0.39852)
H (0.60326, 0.00251, 2.79875)
H (-2.37361, -0.55569, -1.54707)
C (0.95321, 0.16630, 1.84988)
C (1.98363, 0.81332, -0.03132)
O (-2.61872, 1.94060, 0.69124)
H (-2.12957, 2.50791, 0.17322)
H (2.77970, 0.89366, -0.74568)
H (-2.40571, 1.08246, -1.03894)
H (3.16026, 0.72552, 1.79004)
C (-1.74342, 0.30820, -1.21872)
C (2.19584, 0.53433, 1.34655)
H (-0.84535, 0.49401, -1.79310)
C (0.09608, 0.24772, 0.68898)
S (-1.53804, -0.00953, 0.57546)

Here are the Löwdin charges for atoms 1 to 6, given in e: atom 1 (N): -0.005, atom 2 (H): 0.072, atom 3 (H): 0.065, atom 4 (C): -0.041, atom 5 (C): -0.143, atom 6 (O): -0.325


# 2
DFT (ωB97M-V/def2-TZVPD) results for CH3Cl2FSi in the gas phase.

## Properties
2S+1: 1
Gap between HOMO and LUMO (eV): 11.5
Total energy (Ha): -1349.7141
Structure (SMILES): FC[SiH](Cl)Cl
Energy above the lowest of the compared OMol25 structures with the same formula, charge and spin (kJ/mol): 320.5

Cartesian coordinates (Å):
H (1.28848, -1.15103, -0.45917)
Cl (-1.84541, -1.51175, -0.31957)
H (-1.05425, -0.29606, 1.97647)
C (1.01602, -0.08716, -0.36214)
F (1.97130, 0.70611, 0.23099)
H (0.91349, 0.50569, -1.38965)
Cl (-1.52807, 1.77845, -0.19475)
Si (-0.76155, 0.05575, 0.51781)

Here are the Löwdin charges for atoms 1 to 6, given in e: atom 1 (H): 0.063, atom 2 (Cl): 0.210, atom 3 (H): -0.037, atom 4 (C): -0.357, atom 5 (F): -0.133, atom 6 (H): 0.114


# 3
DFT (ωB97M-V/def2-TZVPD) results for a 4-piece molecular cluster, H8O4 overall.

## Properties
2S+1: 1
Gap between HOMO and LUMO (eV): 11.7
Total energy (Ha): -305.7377
Structure (SMILES): O.O.O.O
Energy above the lowest of the compared OMol25 structures with the same formula, charge and spin (kJ/mol): 108.9

Cartesian coordinates (Å):
H (-1.94540, -0.31641, 3.19801)
O (1.12503, 2.50061, -3.91691)
O (-1.10841, 1.02018, 0.21633)
H (0.89720, 1.81189, -4.54139)
O (-2.09000, -0.75067, 4.03868)
H (-2.48937, -1.58990, 3.80970)
H (1.93652, 2.19688, -3.51014)
H (-1.62774, 0.66145, -0.50328)
H (2.15800, -2.59130, -0.28672)
O (2.32130, -2.48160, 0.65005)
H (-0.64989, 1.76744, -0.16787)
H (1.47273, -2.22857, 1.01356)

Here are the Löwdin charges for atoms 1 to 6, given in e: atom 1 (H): 0.021, atom 2 (O): -0.055, atom 3 (O): -0.053, atom 4 (H): 0.028, atom 5 (O): -0.052, atom 6 (H): 0.027


Question: energy above the lowest of the compared OMol25 structures with the same formula, charge and spin of number 2 (CH3Cl2FSi)?
Answer: 320.5 kJ/mol